(1)
{"formula": "C54H47FGeN7O9S6Ti", "method": "ωB97M-V with the def2-TZVPD basis set", "species": ["Ti", "N", "C", "C", "C", "C", "C", "C", "S", "N", "C", "C", "C", "C", "C", "C", "N", "H", "H", "H", "H", "H", "H", "H", "H", "H", "O", "C", "C", "C", "C", "C", "C", "N", "H", "H", "H", "H", "H", "H", "H", "H", "H", "H", "H", "F", "C", "C", "C", "C", "C", "C", "H", "H", "H", "H", "O", "N", "O", "C", "C", "C", "C", "O", "C", "C", "N", "O", "O", "N", "O", "O", "H", "H", "C", "C", "C", "C", "C", "C", "Ge", "C", "C", "C", "C", "C", "C", "C", "C", "C", "C", "C", "C", "H", "H", "H", "H", "H", "H", "H", "H", "H", "H", "H", "H", "H", "H", "H", "C", "C", "O", "H", "H", "H", "C", "S", "C", "C", "S", "S", "C", "S", "S", "H", "H", "H"], "xyz": [[-0.675, 0.558, -0.184], [-3.269, -2.646, -1.855], [-2.776, -3.426, -2.883], [-3.484, -4.544, -3.317], [-3.011, -5.323, -4.363], [-1.823, -4.987, -4.994], [-1.105, -3.878, -4.565], [-1.569, -3.101, -3.516], [-0.679, -1.659, -3.032], [-1.511, -1.016, -1.718], [-2.725, -1.450, -1.389], [-3.503, -0.645, -0.528], [-4.794, -0.981, -0.043], [-5.506, -0.064, 0.680], [-4.947, 1.202, 0.923], [-3.661, 1.434, 0.481], [-2.934, 0.559, -0.201], [-4.166, -2.906, -1.493], [-4.423, -4.790, -2.833], [-3.579, -6.185, -4.688], [-1.459, -5.579, -5.823], [-0.174, -3.599, -5.045], [-5.216, -1.963, -0.223], [-6.485, -0.317, 1.066], [-5.489, 1.957, 1.474], [-3.189, 2.393, 0.673], [-1.302, -1.334, 0.993], [-1.404, -1.813, 2.130], [-2.632, -2.612, 2.509], [-2.367, -4.117, 2.628], [-1.739, -4.515, 3.966], [-0.376, -3.879, 4.225], [-0.417, -2.351, 4.324], [-0.417, -1.729, 3.017], [-3.371, -2.412, 1.737], [-3.023, -2.217, 3.448], [-1.726, -4.443, 1.803], [-3.321, -4.642, 2.527], [-1.638, -5.605, 3.994], [-2.425, -4.231, 4.771], [0.315, -4.153, 3.423], [0.026, -4.276, 5.161], [0.472, -1.990, 4.842], [-1.297, -2.033, 4.893], [0.352, -1.091, 2.805], [-3.194, 5.020, -3.861], [-2.552, 4.059, -3.137], [-1.835, 4.422, -2.022], [-1.197, 3.429, -1.282], [-1.252, 2.068, -1.612], [-2.007, 1.776, -2.760], [-2.644, 2.740, -3.529], [-1.776, 5.466, -1.736], [-0.641, 3.774, -0.418], [-2.141, 0.751, -3.072], [-3.209, 2.471, -4.413], [0.234, 6.375, 4.404], [-0.490, 5.485, 4.821], [-1.133, 5.582, 5.858], [-0.606, 4.281, 4.044], [-1.539, 3.339, 4.406], [-1.730, 2.204, 3.615], [-0.981, 2.007, 2.405], [-1.211, 1.050, 1.594], [0.032, 2.984, 2.124], [0.211, 4.099, 2.926], [0.869, 2.798, 1.048], [0.689, 1.780, 0.217], [1.777, 3.617, 0.817], [-2.734, 1.287, 4.031], [-2.899, 0.233, 3.437], [-3.420, 1.582, 5.010], [-2.142, 3.466, 5.290], [0.984, 4.809, 2.684], [1.344, 2.193, -6.643], [2.484, 2.287, -5.858], [2.512, 1.718, -4.594], [1.405, 1.050, -4.065], [0.279, 0.948, -4.876], [0.247, 1.508, -6.147], [1.679, 0.251, -2.190], [2.817, -1.325, -2.808], [3.594, -2.059, -1.909], [4.310, -3.180, -2.305], [4.242, -3.617, -3.621], [3.460, -2.916, -4.526], [2.766, -1.783, -4.124], [3.053, 1.550, -1.547], [4.218, 1.169, -0.890], [5.167, 2.109, -0.512], [4.965, 3.452, -0.790], [3.797, 3.848, -1.423], [2.848, 2.907, -1.784], [1.312, 2.641, -7.629], [3.358, 2.806, -6.235], [3.415, 1.796, -4.003], [-0.589, 0.415, -4.529], [-0.645, 1.399, -6.755], [3.626, -1.764, -0.866], [4.919, -3.715, -1.586], [4.787, -4.499, -3.935], [3.398, -3.252, -5.555], [2.171, -1.242, -4.852], [4.395, 0.127, -0.664], [6.066, 1.791, 0.004], [5.705, 4.188, -0.499], [3.612, 4.899, -1.613], [1.924, 3.231, -2.252], [0.819, -2.410, -0.423], [1.051, -0.916, -0.231], [1.862, -0.546, 0.583], [1.297, -2.738, -1.342], [-0.235, -2.655, -0.464], [1.282, -2.923, 0.423], [0.961, 0.723, 6.774], [2.311, -0.482, 6.597], [3.434, 0.380, 5.562], [3.177, 0.789, 4.281], [1.751, 0.641, 3.395], [4.561, 1.620, 3.526], [5.691, 1.477, 4.823], [7.246, 2.030, 4.752], [5.034, 0.692, 6.211], [0.222, 0.279, 7.440], [0.527, 0.903, 5.792], [1.349, 1.649, 7.193]], "lowdin_charge": [0.959, 0.124, -0.249, -0.044, -0.120, -0.120, -0.107, -0.403, 1.018, -0.336, -0.351, -0.222, -0.047, -0.091, -0.073, -0.123, 0.025, 0.110, 0.104, 0.090, 0.091, 0.103, 0.093, 0.097, 0.094, 0.123, -0.066, -0.433, -0.083, -0.181, -0.218, -0.177, -0.169, 0.109, 0.105, 0.112, 0.118, 0.104, 0.101, 0.110, 0.117, 0.106, 0.080, 0.125, 0.031, 0.015, -0.295, -0.023, -0.096, -0.189, -0.135, -0.022, 0.110, 0.090, 0.064, 0.110, 0.059, -0.361, 0.042, -0.154, 0.070, -0.065, -0.245, -0.145, -0.155, 0.087, -0.281, -0.242, 0.028, -0.324, 0.074, 0.033, 0.122, 0.124, -0.113, -0.094, -0.120, -0.267, -0.143, -0.096, 1.095, -0.262, -0.133, -0.091, -0.113, -0.104, -0.118, -0.285, -0.089, -0.092, -0.099, -0.100, -0.147, 0.089, 0.094, 0.096, 0.026, 0.095, 0.090, 0.098, 0.089, 0.092, 0.089, 0.080, 0.097, 0.094, 0.100, 0.108, -0.091, -0.532, -0.032, 0.047, 0.050, 0.095, -0.402, 0.759, -1.032, -1.121, 0.700, 0.898, -1.547, 0.419, 0.849, 0.025, -0.022, 0.037], "total_charge": -2, "e_homo_ha": [-0.0551, -0.0895], "homo_lumo_gap_ev": [4.992, 5.688], "multiplicity": 4}


(2)
{"formula": "C4H10N2O2", "method": "ωB97M-V with the def2-TZVPD basis set", "species": ["C", "C", "C", "C", "H", "H", "H", "H", "H", "H", "H", "H", "H", "H", "N", "N", "O", "O"], "xyz": [[0.265, -2.042, 1.803], [-0.055, -1.619, -0.565], [0.138, 1.296, -1.046], [0.141, 2.261, 0.198], [0.514, -3.108, 1.520], [1.036, -1.711, 2.493], [-0.509, -1.963, 2.590], [0.200, -2.655, -0.875], [-0.926, -1.002, -2.448], [1.086, 0.734, -1.016], [0.011, 1.861, -2.044], [-0.837, 2.717, 0.436], [0.907, 2.990, -0.196], [0.362, 0.667, 0.997], [0.057, -1.168, 0.599], [-0.454, -0.740, -1.472], [-0.933, 0.402, -0.991], [0.684, 1.530, 1.280]], "nbo_charge": [-0.438, 0.252, -0.111, -0.089, 0.173, 0.208, 0.211, 0.166, 0.390, 0.201, 0.172, 0.178, 0.168, 0.495, -0.549, -0.320, -0.366, -0.743], "e_homo_ha": -0.3304, "homo_lumo_gap_ev": 9.805, "smiles": "C/N=C/NOCCO"}


Let's list relative energy (zero: lowest compared OMol25 entry of this formula, charge and spin) in order: 97.4 123.9 kcal/mol.